[1]
{
  "formula": "C20H19N7O3S",
  "method": "ωB97M-V/def2-TZVPD",
  "gap_ev": 8.640,
  "total_charge": 0,
  "smiles": "CC(C)c1nc(SCC(=O)Nc2c[nH]c(=O)[nH]c2=O)c2cnn(-c3ccccc3)c2n1",
  "relative_energy_kcal_mol": 0.0,
  "e_homo_ev": -8.554,
  "symbols": ["N", "C", "H", "C", "H", "C", "C", "N", "H", "C", "C", "O", "H", "C", "H", "N", "C", "H", "H", "N", "S", "H", "C", "H", "H", "C", "H", "N", "C", "C", "H", "C", "O", "H", "C", "C", "H", "H", "C", "H", "O", "H", "H", "N", "C", "C", "N", "C", "H", "C"],
  "positions_angstrom": [[4.528924, 0.628673, 0.156435], [-3.573520, 2.506078, 2.547930], [1.871475, -3.724880, -3.532062], [2.510429, 1.067760, -1.704418], [0.544500, 0.490293, 2.572198], [4.077606, 1.917754, 0.013720], [0.288555, -2.235488, 2.541556], [2.503594, -1.270052, -2.247682], [-2.963840, -0.536103, -3.507492], [-1.793905, -0.092676, -0.464733], [-1.634606, -0.756181, -1.713742], [2.924162, -3.032109, -0.875653], [1.855304, -0.899784, -2.939431], [1.406741, -0.016788, 2.148043], [1.839628, -1.861258, 1.097543], [-0.975762, -0.246145, 0.573820], [0.019756, -1.086540, 0.379489], [2.714384, 2.997862, -1.050588], [0.008327, -3.184123, 2.090036], [0.258038, -1.763163, -0.747317], [-0.102619, -2.467446, -3.250253], [0.964473, -2.431815, 3.369983], [1.353070, -3.371442, -2.639393], [-5.064259, 2.076196, -0.974761], [2.129378, -0.202876, 2.938687], [-0.532942, -1.607545, -1.789885], [1.859309, 0.641729, 1.409746], [3.082183, 2.059373, -0.934849], [-2.952272, 1.672810, 1.635523], [-4.729505, 3.187790, 2.205751], [-5.208779, 3.835564, 2.924222], [-3.499204, 1.523794, 0.366072], [4.506873, 2.841250, 0.658499], [-6.169495, 3.565337, 0.666488], [-2.713637, -0.286011, -2.496417], [-5.268716, 3.035886, 0.938454], [-2.053121, 1.138079, 1.893084], [4.465220, -1.406772, -0.341017], [4.052720, -0.436095, -0.560814], [-0.606979, -1.750414, 2.923352], [1.603533, 1.294087, -2.479256], [1.019694, -4.226349, -2.051570], [-3.149792, 2.622448, 3.534319], [-2.899653, 0.683427, -0.580071], [0.974216, -1.334973, 1.510120], [3.082612, -0.261054, -1.484237], [-3.439487, 0.551761, -1.809376], [-4.659763, 2.207249, 0.015804], [5.246748, 0.484352, 0.852347], [2.300402, -2.541469, -1.788205]],
  "forces_ev_per_angstrom": [[0.207, 0.038, 0.235], [-0.131, 0.079, -0.036], [-0.011, -0.001, 0.021], [0.126, -0.265, 0.138], [-0.047, 0.102, 0.064], [0.082, -0.114, 0.046], [0.142, 0.035, -0.160], [0.036, 0.141, -0.433], [-0.155, 0.021, -0.228], [0.479, -0.709, -0.764], [0.109, 0.289, 0.808], [0.258, -0.172, 0.198], [0.077, -0.162, 0.150], [-0.007, -0.202, -0.095], [-0.107, 0.063, -0.008], [-0.155, 0.250, 0.295], [-0.007, 0.090, -0.003], [0.078, -0.163, 0.046], [-0.055, -0.132, 0.013], [-0.343, -0.279, -0.150], [0.059, -0.090, -0.257], [0.040, -0.051, 0.115], [-0.462, 0.012, 0.120], [-0.047, 0.020, -0.028], [0.087, 0.011, 0.094], [-0.100, 0.040, 0.162], [0.060, 0.128, -0.047], [-0.079, 0.315, -0.034], [0.109, -0.089, -0.045], [-0.023, 0.065, 0.111], [-0.041, 0.056, 0.059], [-0.469, 0.532, 0.474], [0.099, 0.334, 0.178], [-0.069, 0.035, -0.038], [0.028, 0.055, 0.168], [0.050, -0.014, 0.048], [-0.010, 0.033, 0.055], [0.028, 0.000, -0.006], [-0.484, -0.065, -0.497], [-0.095, 0.037, 0.070], [-0.088, 0.011, -0.130], [0.175, 0.100, 0.002], [0.046, -0.002, 0.070], [0.564, -0.460, -0.117], [0.003, 0.068, 0.293], [0.357, -0.162, 0.395], [-0.457, 0.074, -0.628], [0.056, -0.074, -0.090], [-0.148, 0.138, -0.105], [0.236, 0.036, -0.531]],
  "nbo_charge": [-0.59, -0.18, 0.26, 0.65, 0.22, 0.78, -0.59, -0.63, 0.22, 0.38, -0.19, -0.63, 0.43, -0.59, 0.23, -0.51, 0.48, 0.44, 0.21, -0.54, 0.29, 0.21, -0.62, 0.24, 0.21, 0.13, 0.20, -0.63, -0.27, -0.23, 0.21, 0.21, -0.61, 0.22, -0.01, -0.20, 0.25, 0.26, 0.03, 0.21, -0.61, 0.26, 0.21, -0.21, -0.27, -0.03, -0.22, -0.25, 0.43, 0.73]
}

---

[2]
{
  "formula": "C30H54Ge2NO2PtSbSi",
  "method": "ωB97M-V/def2-TZVPD",
  "s2": 0.760,
  "gap_ev": [5.952, 6.565],
  "total_charge": 1,
  "multiplicity": 2,
  "e_homo_ev": [-10.762, -11.147],
  "symbols": ["H", "H", "C", "H", "H", "H", "H", "C", "C", "H", "H", "H", "H", "C", "C", "Ge", "C", "H", "H", "C", "C", "H", "C", "H", "N", "H", "C", "H", "C", "H", "H", "C", "H", "H", "H", "C", "H", "H", "H", "H", "H", "C", "Ge", "H", "C", "C", "C", "C", "H", "C", "C", "C", "C", "H", "C", "H", "H", "H", "H", "C", "O", "H", "H", "C", "Si", "H", "C", "C", "H", "C", "H", "H", "H", "H", "H", "C", "Sb", "H", "C", "H", "H", "H", "H", "Pt", "H", "H", "H", "H", "O", "H", "H", "H"],
  "positions_angstrom": [[-0.983105, 0.182723, -3.533047], [2.604721, -2.539970, 1.158040], [1.632919, 2.227772, -3.443863], [-3.131004, -3.246655, -3.877673], [0.550143, 2.291052, -3.345711], [2.462068, 3.507925, 0.407262], [-4.038604, 1.441103, -1.370536], [-3.214648, -0.621147, 4.739573], [-0.641310, 1.484957, 3.748900], [1.236413, -2.156615, 5.652973], [-4.788600, 3.002733, -1.002428], [-2.518849, -1.027243, 5.472462], [-1.331217, 2.206033, 3.310301], [2.942460, -2.684539, -3.884449], [-2.871276, -1.072963, 3.327219], [2.496557, 1.979402, -1.685039], [4.059088, -1.877203, 2.578878], [1.027909, 2.128381, 2.530635], [-4.444157, 1.858864, 0.302517], [2.156033, -1.772762, -1.788218], [-1.657088, -0.353911, -2.864238], [-0.899800, 1.337321, 4.797424], [-3.031392, -0.575815, -3.505333], [1.998705, 3.161275, -3.873205], [-1.071838, -1.665293, -2.543519], [1.722587, 4.318995, -0.975565], [4.812762, -0.809707, 3.047462], [-1.791031, -4.320739, -2.242491], [2.565490, -3.956913, -3.482771], [-3.190254, 4.140468, 1.697998], [-3.208903, 0.465350, 4.821160], [-4.075837, 2.258846, -0.644158], [-1.010667, -2.245362, -3.371151], [1.511942, 1.226971, 3.973463], [1.482410, -1.306179, 3.361487], [0.799541, 1.957751, 3.584788], [1.290877, -3.207608, -0.439457], [0.435518, -0.590590, 5.603975], [-2.380530, 4.535319, -2.417455], [1.693077, -5.135332, -1.914562], [-1.749120, 2.938869, -2.814395], [-2.701034, 4.501367, 0.792516], [1.817683, -0.211285, -0.625968], [-0.519233, -2.083481, 5.566997], [-3.902693, -1.581516, -2.728820], [3.770438, 0.621383, 1.423923], [4.665704, 0.442525, 2.468002], [1.811573, 3.365152, -0.455248], [3.652406, 1.606681, 0.988773], [2.738234, -1.601412, -3.038930], [1.985844, -4.142199, -2.233061], [-3.487277, -3.067371, -2.860770], [1.777061, -3.057607, -1.397967], [2.722180, -4.801878, -4.140158], [0.398074, -1.610246, 5.218689], [-3.554268, 0.382213, -3.557250], [-4.214791, -0.968651, 5.000811], [0.822666, 3.069992, -0.100562], [4.158373, -2.854211, 3.035257], [0.503357, -1.645375, 3.699773], [-1.550905, -1.886234, -0.320438], [-1.777755, 5.013058, 1.068044], [0.955911, 2.893585, 4.121685], [3.179785, -1.697241, 1.522635], [-2.360091, 3.048655, -0.390272], [3.042893, -0.608576, -3.354605], [3.031114, -0.447898, 0.917892], [-1.611387, -2.324256, -1.472736], [5.252058, 1.279089, 2.825568], [-2.425710, -3.534949, -1.827104], [4.981421, 1.861868, -0.979444], [-2.851915, -2.158820, 3.239545], [-3.589461, -0.686542, 2.604602], [3.392262, -2.531936, -4.856912], [1.882651, 1.423626, -4.135799], [-1.751223, 3.723462, -2.051369], [-0.923749, -0.363001, 2.685985], [-4.376358, -3.684144, -2.732976], [4.458689, 2.033676, -1.918104], [0.349842, -2.654389, 3.315346], [-4.922546, -1.482462, -3.100443], [-0.730972, 4.104702, -1.965889], [-1.756138, 0.222498, -1.935538], [-0.392119, 0.171447, 0.168039], [4.774522, 1.268221, -2.626109], [-3.927874, -1.298143, -1.670762], [-2.898516, -3.915101, -0.923603], [-3.362949, 5.212927, 0.295915], [-1.349405, 2.036271, 0.325759], [5.513148, -0.953508, 3.859368], [-2.894561, -0.925839, -4.532638], [4.743037, 3.010266, -2.308938]],
  "forces_ev_per_angstrom": [[0.008, 0.034, 0.090], [0.080, -0.049, 0.038], [0.181, -0.171, 0.215], [0.000, -0.019, 0.002], [0.000, 0.017, 0.029], [0.033, -0.016, -0.003], [-0.096, -0.018, 0.006], [0.139, 0.068, -0.022], [0.024, -0.087, -0.269], [-0.008, -0.002, 0.032], [-0.025, 0.000, -0.026], [-0.023, 0.052, 0.046], [-0.065, -0.053, 0.013], [0.039, -0.010, -0.023], [0.160, 0.097, -0.460], [-0.545, 0.428, -0.081], [-0.003, -0.088, 0.033], [0.042, 0.019, 0.010], [-0.031, -0.010, 0.012], [-0.518, 0.132, 0.307], [-0.159, -0.026, -0.124], [-0.060, -0.091, -0.030], [0.033, 0.095, 0.274], [-0.025, 0.040, 0.024], [0.355, 0.172, 0.126], [0.044, 0.003, -0.049], [-0.016, 0.029, -0.008], [0.026, 0.006, 0.011], [-0.005, 0.039, -0.009], [-0.014, 0.027, 0.045], [-0.024, -0.001, 0.055], [0.655, -0.045, -0.102], [-0.112, -0.038, 0.036], [0.041, 0.022, -0.014], [-0.084, 0.012, -0.040], [-0.018, -0.093, -0.056], [-0.004, -0.059, -0.023], [-0.011, -0.013, 0.051], [-0.073, -0.006, 0.062], [0.011, 0.003, -0.002], [0.002, 0.010, -0.027], [0.324, -0.471, -0.553], [1.589, -0.481, 0.344], [0.001, 0.030, 0.061], [0.076, -0.044, -0.175], [-0.110, -0.002, -0.103], [0.029, 0.029, 0.059], [0.139, -0.187, -0.118], [0.048, 0.035, 0.045], [0.010, 0.178, 0.065], [-0.038, -0.100, -0.010], [-0.063, 0.087, 0.114], [-0.053, 0.059, 0.022], [0.007, -0.004, 0.004], [-0.048, 0.020, -0.069], [0.034, 0.008, -0.079], [-0.002, -0.009, -0.006], [0.009, 0.045, 0.000], [0.031, -0.003, -0.006], [-0.297, 0.197, -0.253], [0.346, 0.166, -0.338], [-0.019, 0.071, 0.051], [0.000, 0.014, -0.010], [0.051, 0.040, -0.148], [-1.585, 1.357, -0.131], [-0.019, -0.037, -0.092], [-0.279, 0.008, -0.071], [0.026, -0.241, -0.057], [-0.011, 0.006, 0.022], [-0.169, 0.063, 0.009], [-0.005, 0.019, 0.010], [0.040, 0.005, -0.071], [0.005, -0.057, -0.036], [0.023, -0.009, 0.006], [-0.016, -0.023, 0.015], [0.127, -0.347, 0.278], [0.898, 0.099, 0.505], [0.049, -0.066, -0.014], [-0.271, -0.324, 0.151], [0.036, 0.011, -0.066], [-0.013, -0.010, 0.042], [-0.005, 0.025, -0.009], [-0.002, -0.028, -0.115], [-2.160, 0.962, 0.069], [0.006, 0.013, -0.025], [-0.105, 0.028, 0.001], [0.074, -0.020, 0.020], [-0.022, 0.082, 0.090], [1.497, -1.648, 0.437], [0.001, -0.001, 0.009], [-0.035, -0.004, -0.014], [-0.100, 0.048, -0.012]],
  "lowdin_spin": [0.00, 0.00, 0.00, 0.00, 0.00, 0.00, 0.00, 0.00, 0.01, 0.00, 0.00, 0.00, 0.00, 0.00, 0.02, -0.01, 0.00, 0.00, 0.00, 0.00, 0.00, 0.00, 0.00, 0.00, 0.00, 0.00, 0.00, 0.00, 0.00, 0.00, 0.00, 0.00, 0.00, 0.00, 0.00, 0.00, 0.00, 0.00, 0.00, 0.00, 0.00, 0.00, 0.01, 0.00, 0.00, 0.00, 0.00, 0.00, 0.00, 0.00, 0.00, 0.00, 0.00, 0.00, 0.01, 0.00, 0.00, 0.00, 0.00, 0.03, 0.06, 0.00, 0.00, 0.00, 0.01, 0.00, 0.01, 0.01, 0.00, 0.00, 0.00, 0.00, 0.00, 0.00, 0.00, 0.00, 0.10, 0.00, 0.00, 0.00, 0.00, 0.00, 0.00, 0.63, 0.00, 0.00, 0.00, 0.00, 0.09, 0.00, 0.00, 0.00]
}

---

[3]
{
  "formula": "C9H34N14O8",
  "method": "ωB97M-V/def2-TZVPD",
  "gap_ev": 10.153,
  "total_charge": 0,
  "smiles": "NC(N)=O.NC(N)=O.NC(N)=O.NC(N)=O.NC(N)=O.NC(N)=O.NC(N)=O.CCO",
  "relative_energy_kcal_mol": 20.5,
  "e_homo_ev": -9.707,
  "symbols": ["H", "C", "H", "H", "H", "C", "H", "H", "C", "N", "O", "N", "O", "H", "H", "H", "H", "N", "N", "H", "C", "N", "H", "O", "C", "H", "O", "H", "H", "H", "H", "N", "C", "N", "H", "H", "N", "O", "H", "C", "C", "N", "H", "H", "O", "O", "N", "H", "N", "N", "H", "H", "C", "H", "N", "H", "H", "H", "H", "H", "O", "H", "H", "H", "N"],
  "positions_angstrom": [[0.332496, 0.489717, -4.997557], [3.002846, -1.083985, -2.119543], [3.278817, 4.395155, -1.002091], [2.068858, -0.738593, 0.829492], [-4.613531, 2.532211, -2.165936], [-2.850092, 0.909192, 4.062168], [2.838792, -0.994892, -4.191357], [0.871015, -0.853611, -0.957185], [2.275295, 1.161188, -5.375005], [-1.278728, -1.544140, 5.316638], [0.189813, -2.425403, 3.689046], [3.299918, 0.225832, -1.986529], [3.262464, -1.824971, -1.164280], [-0.590592, 2.887654, -1.282337], [1.250127, -0.832334, 2.339586], [-1.507824, 2.122786, 4.723792], [-4.131011, -0.319462, 3.252228], [1.010620, 1.226541, -5.042140], [0.298220, 3.048514, -0.779441], [3.490133, 0.599644, -1.055244], [-3.103871, 2.095704, -0.892521], [1.288259, -0.477500, 1.372174], [-4.997836, 2.789689, -0.530979], [1.063197, -3.292472, -0.804677], [0.216923, -3.745041, 0.251538], [-2.177626, -1.508198, 5.750040], [1.306742, 3.883771, -2.753068], [2.946007, 0.917617, -2.606118], [0.832624, 1.917347, -4.253886], [1.903853, -2.929277, -0.498614], [-1.096463, 1.460104, 3.167420], [-2.897645, 1.786292, 0.351068], [-0.978833, -2.290588, 4.190437], [-2.084521, -2.798377, 3.478613], [-0.728519, -3.787686, -0.287684], [-2.806524, 0.176117, 2.235511], [-4.295051, 2.602208, -1.192552], [-0.903188, 0.043017, 1.352128], [-2.919327, -2.997047, 3.973356], [1.318574, 3.724503, -1.526254], [0.549956, -5.022771, 0.897502], [2.597943, -1.576730, -3.339076], [-1.817180, -3.541932, 2.872736], [-0.556116, -1.131169, 5.935048], [-3.483655, 0.824969, 5.100977], [-2.219175, 1.953754, -1.726443], [2.443329, 3.929368, -0.666683], [0.126897, -2.958715, 0.999062], [-1.734326, 1.539969, 3.967163], [-3.448472, 0.344887, 2.970373], [-0.332262, -5.533062, 1.270447], [-2.065789, 1.318762, 0.617738], [0.118630, -0.156696, 0.732878], [3.754156, 2.522744, -5.332887], [2.915433, 2.340382, -4.917319], [0.550548, 2.362699, -0.102444], [2.320184, 3.122884, -4.650464], [1.192258, -4.926146, 1.776635], [2.236960, 4.245349, 0.269817], [1.113533, -5.743048, 0.330006], [2.894788, 0.180478, -5.783557], [2.589167, -2.598204, -3.356396], [-0.683381, 0.167254, -1.124076], [-3.687124, 1.892660, 1.036555], [0.239287, -0.108907, -0.647828]],
  "forces_ev_per_angstrom": [[0.493, -0.666, -0.455], [1.386, -1.005, -0.188], [-0.461, -0.117, -0.536], [0.931, -0.365, -0.611], [0.536, 0.263, 0.853], [-3.981, -1.873, 0.593], [-0.510, -1.250, 1.009], [-0.819, 0.373, -0.659], [2.926, 0.257, 1.300], [1.443, -0.206, 0.146], [-3.224, 0.575, 1.850], [-0.096, 1.155, 0.337], [-0.633, -0.194, 0.448], [0.762, -0.199, 0.313], [-0.271, 0.205, -0.861], [0.484, 0.521, 0.886], [-0.240, -0.562, -0.212], [-3.597, 1.774, 2.550], [0.208, 2.246, -2.266], [-0.095, -0.678, -0.537], [0.803, 0.085, -1.045], [-0.948, 0.223, 1.172], [-0.617, -0.009, 0.826], [0.117, -0.247, 0.100], [-0.492, 1.535, -1.327], [-0.596, -0.088, -0.347], [-0.018, 0.257, 1.916], [-0.217, 0.359, -0.730], [-0.018, -0.990, -1.645], [0.230, -0.134, 0.001], [-0.630, 0.005, 0.542], [-2.352, 0.489, 3.609], [1.973, 0.252, -1.390], [1.370, 0.696, 0.819], [-0.352, -0.282, 0.337], [0.170, -0.975, -0.949], [-1.666, 0.583, -2.523], [-1.446, 0.973, 0.761], [-0.682, -0.019, 0.585], [0.172, -2.270, 0.982], [0.889, -1.336, 1.471], [0.358, 1.311, -0.102], [0.274, -0.323, -0.486], [-0.465, -0.749, -1.309], [-0.238, 0.285, 1.768], [0.759, -0.437, -1.365], [-0.604, 0.397, -0.777], [-0.104, 0.072, 0.237], [3.567, 1.270, -2.093], [0.890, 1.027, -0.407], [-0.328, -0.054, -0.048], [0.765, -0.493, 0.368], [2.057, -1.190, -0.875], [2.546, 0.670, -1.112], [-2.537, -1.323, 0.459], [0.395, -0.140, 0.213], [0.484, -0.186, -0.235], [-0.053, 0.492, 0.126], [-0.314, -0.253, -0.075], [-0.096, -0.151, -0.965], [-0.357, 0.586, -0.467], [0.042, 0.725, -0.261], [2.109, -0.957, 0.547], [1.599, -0.452, -0.875], [-1.679, 0.513, 0.607]],
  "nbo_charge": [0.41, 0.77, 0.39, 0.40, 0.41, 0.76, 0.44, 0.42, 0.78, -0.84, -0.70, -0.83, -0.74, 0.43, 0.43, 0.40, 0.40, -0.83, -0.89, 0.40, 0.77, -0.85, 0.39, -0.76, -0.08, 0.41, -0.68, 0.40, 0.41, 0.50, 0.42, -0.83, 0.79, -0.84, 0.17, 0.40, -0.83, -0.74, 0.38, 0.80, -0.65, -0.86, 0.40, 0.41, -0.72, -0.74, -0.87, 0.17, -0.82, -0.86, 0.20, 0.43, 0.80, 0.39, -0.86, 0.40, 0.41, 0.21, 0.39, 0.22, -0.68, 0.42, 0.43, 0.40, -0.88]
}